143
Properties=species:S:1:pos:R:3 method="wB97M-V/def2-TZVPD" multiplicity=1 total_energy_ha=-7155.3877 largest_force_ev_per_a=8.32 homo_ev=-8.32 homo_lumo_gap_ev=6.7 e_lumo_ha=-0.061
C 4.96231 -3.02755 -0.22808
C 4.00846 -1.93536 -0.67699
C 4.29731 -1.16173 -2.09494
C 5.87309 -0.81576 -2.44773
C 6.30171 -0.06543 -3.84618
C 7.90095 0.19667 -4.11404
C 8.38378 1.75494 -3.95157
C 10.00282 1.99686 -4.07566
C 10.87747 0.63833 -4.39289
C 10.87393 0.21364 -6.00225
O 11.02488 -1.25761 -6.17518
C 9.89830 -1.82653 -6.93120
C 5.09825 0.35571 -4.92011
B 5.58754 1.12103 -6.30523
O 5.90724 0.36176 -7.56489
O 5.71201 2.61478 -6.43977
C 3.51108 0.04377 -4.64811
C 3.15445 -0.72766 -3.20777
C 1.54094 -1.08522 -2.95249
O 1.19872 -2.16331 -2.23519
C 0.37751 -0.06851 -3.57896
C -1.08524 0.12587 -2.81400
C -1.51886 -0.63818 -1.41822
C -2.29659 -2.07822 -1.67534
N -1.80899 -2.63595 -3.01960
C -2.16016 1.15671 -3.52031
C -3.69808 1.44716 -2.93054
I -4.13398 3.59464 -2.70276
C -4.71012 0.70549 -4.03651
C -5.57640 -0.53093 -3.38862
I -5.97593 2.19407 -5.10635
C -1.79430 2.00989 -4.91158
C -0.31578 1.76990 -5.62329
P 0.04127 2.77818 -7.20898
O -1.34561 2.60537 -8.25441
Br 0.17263 4.96603 -6.46887
C 0.77648 0.72085 -4.99461
C 2.26276 0.37611 -5.65856
O 2.30604 0.35925 -7.00222
H 5.47077 -3.05059 0.83016
H 5.24458 -3.86618 -0.99475
H 3.13498 -1.69883 0.07781
H 6.73356 -1.14068 -1.69309
H 8.12534 -0.12003 -5.22481
H 8.48088 -0.47575 -3.31747
H 7.95043 2.12907 -2.90517
H 7.85548 2.45612 -4.75894
H 10.17810 2.77938 -4.95989
H 10.41359 2.44446 -3.05045
H 10.62547 -0.27143 -3.68011
H 12.01287 0.91465 -4.14955
H 11.85893 0.69955 -6.46941
H 9.97634 0.66833 -6.59994
H 8.89080 -1.87463 -6.29285
H 9.69519 -1.16484 -7.90267
H 10.08661 -2.95029 -7.28432
H 6.90996 0.24565 -7.64937
H 6.62535 2.76065 -6.87174
H -2.26658 0.00359 -0.74441
H -0.54344 -0.75988 -0.74156
H -2.04746 -2.77017 -0.76482
H -3.45448 -1.91127 -1.76844
H -2.55179 -2.45769 -3.75505
H -1.67421 -3.67746 -2.88508
H -3.87192 0.96350 -1.86856
H -4.04279 0.21989 -4.89897
H -5.58135 -0.56120 -2.21632
H -6.66127 -0.53425 -3.87018
H -5.08730 -1.56280 -3.73557
H -2.60090 2.75024 -5.38550
H -1.82322 3.50282 -8.23432
C -8.13528 1.41040 3.44683
C -8.77328 0.73009 4.48373
C -8.45040 -0.60196 4.74764
C -7.49471 -1.26011 3.96409
C -6.87480 -0.58728 2.91189
C -7.18734 0.75491 2.65980
C -5.90171 -1.28619 2.04776
O -5.35407 -0.69485 1.12547
C -5.60498 -2.70941 2.30562
C -4.72822 -3.40003 1.45875
C -4.43178 -4.74265 1.70335
C -5.00095 -5.39512 2.79660
C -5.87905 -4.71115 3.63860
C -6.18904 -3.36814 3.38652
C -7.14655 -2.66369 4.26190
O -7.65080 -3.23772 5.22023
H -8.38018 2.45126 3.24695
H -9.52133 1.23726 5.08903
H -8.94877 -1.12515 5.56207
H -6.69744 1.29069 1.84865
H -4.27710 -2.89709 0.60485
H -3.75480 -5.27846 1.04146
H -4.76458 -6.43893 2.99158
H -6.32337 -5.22848 4.48733
C 12.63470 -5.23080 4.29295
C 11.34911 -5.76224 4.19381
C 10.38359 -5.11491 3.42114
C 10.70111 -3.92512 2.75478
C 11.97928 -3.38084 2.87386
C 12.95207 -4.04138 3.63548
C 12.31080 -2.10055 2.21582
O 13.43440 -1.62357 2.31701
C 11.26686 -1.39956 1.44194
C 11.55051 -0.15656 0.86112
C 10.57303 0.50692 0.11637
C 9.31609 -0.07152 -0.05799
C 9.02899 -1.30703 0.52417
C 10.00362 -1.96756 1.28386
C 9.67869 -3.25688 1.92530
O 8.57274 -3.76374 1.77641
H 13.38986 -5.74011 4.88764
H 11.09817 -6.68253 4.71656
H 9.38353 -5.53841 3.34413
H 13.95605 -3.62957 3.72193
H 12.53039 0.30048 0.98978
H 10.79372 1.47443 -0.32938
H 8.55683 0.44169 -0.64412
H 8.04389 -1.75017 0.38781
C -14.35659 2.15816 4.06737
C -15.52560 2.89520 4.25499
C -15.57028 3.89900 5.22383
C -14.44570 4.15879 6.01648
C -13.28500 3.40533 5.84556
C -13.23638 2.41021 4.86064
C -12.10937 3.63717 6.70940
O -11.08817 2.97815 6.55754
C -12.18527 4.66792 7.76386
C -11.09876 4.85847 8.62759
C -11.15712 5.84026 9.61905
C -12.29360 6.63872 9.74457
C -13.37962 6.44732 8.88913
C -13.32874 5.45309 7.90310
C -14.49633 5.23448 7.02657
O -15.49733 5.93268 7.13923
H -14.31873 1.38205 3.30608
H -16.40276 2.69012 3.64531
H -16.48465 4.47386 5.36115
H -12.32915 1.82716 4.71224
H -10.20646 4.24146 8.53426
H -10.31438 5.98301 10.29201
H -12.33651 7.40843 10.51211
H -14.26544 7.07121 8.99627